Record 1
Here is 2 unconnected molecules or ions with the total composition C12H15N2O5S from the Open Molecules 2025 dataset. Energies are from ωB97M-V/def2-TZVPD.

Output
Total energy = -36722.287 eV
Highest occupied orbital energy = -12.4689 eV
Kohn-Sham gap = 7.0 eV
Charge = +1

The geometry in XYZ format:
```
35
C12H15N2O5S, DFT ωB97M-V/def2-TZVPD
N -1.0060 -3.2842 1.9130
C -2.3438 -3.5135 1.6817
C -3.5275 -2.7060 2.5451
C -3.6191 -1.2051 1.8132
C -2.4432 -0.1310 2.3034
C -2.3979 1.3708 1.6138
C -1.2661 2.4702 2.0579
O -1.2063 2.8205 3.3453
O -0.3388 2.9738 0.9951
S 0.6155 1.5650 0.6425
C -3.5609 1.6558 0.4530
C -4.6814 0.4719 0.0988
N -4.6753 -0.9131 0.7703
H -0.8659 -2.5875 2.6863
H -2.7688 -4.2410 0.8420
H -4.5592 -3.2671 2.5334
H -3.2372 -2.5742 3.6843
H -1.6481 -0.4287 3.1283
H -0.1259 0.7469 -0.2650
H -3.6062 2.6830 -0.1092
H -5.5264 0.6380 -0.7170
H -5.3681 -1.6726 0.5298
C 5.6668 1.7959 -2.0459
C 4.7364 0.5999 -2.0761
C 4.5367 0.0204 -3.4429
O 3.2631 -0.5927 -3.3302
C 2.5817 0.1129 -2.3793
O 1.3923 -0.0082 -2.1495
O 3.4150 0.9778 -1.7200
H 5.5837 2.3229 -1.0905
H 6.7062 1.4863 -2.1904
H 5.4107 2.5188 -2.8255
H 5.0717 -0.1568 -1.3565
H 5.3017 -0.7217 -3.6994
H 4.4907 0.7726 -4.2399
```

***

Record 2
Here is C12H15NO in the gas phase from the Open Molecules 2025 dataset. Energies are from ωB97M-V/def2-TZVPD.

Output
Total energy = -16218.087 eV
2S+1 = 3
Highest occupied orbital energy (alpha / beta) = -5.1350 / -9.4198 eV
Kohn-Sham gap (alpha / beta) = 5.9 / 6.7 eV
Charge = 0

The geometry in XYZ format:
```
29
C12H15NO, DFT ωB97M-V/def2-TZVPD
C -3.6949 -1.8386 -0.0957
C -3.8680 -0.5266 0.4973
C -2.5037 -2.1190 -0.7270
C -2.9188 0.4186 0.3751
C -1.5038 -1.0980 -0.8788
C -1.6040 0.1506 -0.2431
C 0.2688 1.5481 -1.5435
C -0.6644 1.2691 -0.4108
C 1.5774 -0.4238 1.3843
C 2.9109 -0.5636 -0.6717
C 2.6878 1.7418 0.6160
C 1.9740 0.3842 0.1427
N 0.8769 0.7825 -0.6801
O 0.3606 2.1259 -2.5657
H -4.5408 -2.4514 0.0974
H -4.7564 -0.3196 1.1521
H -2.3668 -3.2322 -1.0645
H -3.1765 1.4374 0.7742
H -0.5852 -1.3075 -1.3517
H -0.6392 2.0726 0.2784
H 0.8114 0.1052 1.9532
H 1.2611 -1.4719 1.1119
H 2.4915 -0.5370 2.0999
H 3.5151 0.0511 -1.2417
H 2.3369 -1.3272 -1.2737
H 3.4887 -1.1481 0.1368
H 2.0423 2.4759 0.2276
H 2.5325 1.8811 1.6310
H 3.6864 1.9203 0.2701
```

***

Record 3
Here is C12H15NO4S in the gas phase from the Open Molecules 2025 dataset. Energies are from ωB97M-V/def2-TZVPD.

Output
Total energy = -33203.081 eV
Highest occupied orbital energy = -9.4716 eV
Kohn-Sham gap = 9.5 eV
SMILES = O=C(COC(=O)c1cccs1)NC[C@H]1CCCO1
Charge = 0

The geometry in XYZ format:
```
33
C12H15NO4S, DFT ωB97M-V/def2-TZVPD
O 2.4589 1.5873 -0.0324
C 1.2708 1.3572 -0.0976
C 0.3500 2.2161 -0.9667
O -0.9986 1.7780 -0.9123
C -1.9516 2.7065 -0.6753
O -1.7361 3.8852 -0.5549
C -3.2636 2.0811 -0.5809
C -4.4723 2.7063 -0.4168
C -5.5441 1.7996 -0.3570
C -5.1376 0.5044 -0.4724
S -3.4419 0.3602 -0.6611
N 0.6474 0.3692 0.5666
C 1.3446 -0.5871 1.3896
C 1.4876 -1.9545 0.6922
C 2.4168 -1.8816 -0.5383
C 3.4649 -2.9639 -0.2653
C 3.4106 -3.0708 1.2577
O 2.0458 -2.9015 1.5860
H 0.4126 3.2598 -0.6364
H 0.7024 2.1612 -2.0021
H -4.5643 3.7746 -0.3456
H -6.5708 2.0924 -0.2328
H -5.7423 -0.3809 -0.4574
H -0.3317 0.2107 0.3809
H 0.8053 -0.7256 2.3308
H 2.3339 -0.1751 1.6006
H 0.4863 -2.3204 0.4295
H 1.8745 -2.0582 -1.4648
H 2.8844 -0.8991 -0.5916
H 4.4536 -2.6964 -0.6288
H 3.1636 -3.9115 -0.7126
H 3.7225 -4.0407 1.6458
H 4.0186 -2.2825 1.7236
```

***

Record 4
Here is a molecular structure, C12H16AuBBrF4IO4PS2 from the Open Molecules 2025 dataset. Energies are from ωB97M-V/def2-TZVPD.

Output
Total energy = -145245.049 eV
2S+1 = 2
Highest occupied orbital energy (alpha / beta) = -1.8705 / -2.2040 eV
Kohn-Sham gap (alpha / beta) = 5.7 / 6.0 eV
Charge = -2

The geometry in XYZ format:
```
43
C12H16AuBBrF4IO4PS2, DFT ωB97M-V/def2-TZVPD
Au 1.8353 0.6709 -0.0557
C 0.3264 -4.8240 2.2172
C -0.2858 -3.7138 1.4008
O 0.1569 -2.4715 1.9848
P -0.2296 -1.0657 1.3864
S 0.9522 0.3119 2.2189
S -0.2076 -0.9423 -0.5777
O -1.7469 -0.9450 1.9336
C -2.4862 0.2450 1.6521
C -3.8769 0.0686 2.2131
H 0.0589 -5.7907 1.7820
H -0.0374 -4.7908 3.2471
H 1.4098 -4.7251 2.2139
H -1.3796 -3.7414 1.4239
H 0.0631 -3.7471 0.3690
H -2.5118 0.4054 0.5711
H -1.9767 1.0978 2.1081
H -4.3509 -0.8163 1.7861
H -4.4940 0.9378 1.9750
H -3.8491 -0.0475 3.2976
F 4.5494 -3.3951 -0.0900
B 3.3085 -3.3038 0.5519
F 3.4453 -3.6492 1.9165
F 2.3904 -4.2121 -0.0441
F 2.7887 -1.9952 0.4378
Br -2.7346 5.1939 -1.8026
C -1.2902 4.0008 -2.2043
C -0.1454 4.0703 -1.3588
C 0.9473 3.1044 -1.5723
C 0.8414 2.2824 -2.8176
C -0.2423 2.3501 -3.5940
C -1.3830 3.2010 -3.2778
C 1.9574 1.3236 -3.1335
O 2.2800 1.0948 -4.2922
O 2.4929 0.7476 -2.1059
H -0.0770 4.8126 -0.5817
H 1.9647 3.4640 -1.4160
H -0.2636 1.7315 -4.4841
H -2.2669 3.2033 -3.8984
I 3.8234 2.3498 0.8184
C 0.3677 2.4794 -0.3374
H -0.5961 1.9939 -0.4465
H 0.4717 3.0358 0.5854
```

***

Record 5
Here is a molecular structure, C12H16AuClTm from the Open Molecules 2025 dataset. Energies are from ωB97M-V/def2-TZVPD.

Output
Total energy = -58444.396 eV
2S+1 = 5
Highest occupied orbital energy (alpha / beta) = -4.1546 / -5.0633 eV
Kohn-Sham gap (alpha / beta) = 7.1 / 6.8 eV
Charge = -1

The geometry in XYZ format:
```
31
C12H16AuClTm, DFT ωB97M-V/def2-TZVPD
Tm 0.8419 -0.7185 -0.9092
Cl 3.1155 -1.2430 -0.1599
C 1.0006 1.3468 -1.8997
H 0.1324 1.8749 -1.4573
H 0.9247 1.3780 -2.9961
H 1.8919 1.9037 -1.5979
Au 0.7113 -3.0284 -3.0579
C 0.7081 -4.6536 -1.6719
C 2.3531 -3.1397 -4.3654
C -0.7675 -1.6394 -2.4576
H 2.0111 -2.6458 -5.2870
H 3.1418 -2.5628 -3.8691
H 2.6342 -4.1846 -4.5310
H -0.3439 -4.8800 -1.4553
H 1.2049 -5.5097 -2.1444
H 1.2404 -4.3222 -0.7768
H -0.9036 -0.9423 -3.3088
H -1.7182 -2.1426 -2.2260
C -0.2758 0.2030 0.8689
C -0.6504 1.0542 1.7027
C -1.0439 1.9800 2.6875
C -0.2455 3.1047 3.0187
C -0.7345 4.0766 3.8883
C -1.9956 3.9216 4.4821
C -2.7508 2.7620 4.2378
C -2.2616 1.7800 3.3715
H 0.7636 3.1788 2.6043
H -0.1110 4.9423 4.1356
H -2.3741 4.6691 5.1852
H -3.7021 2.6047 4.7567
H -2.7972 0.8319 3.2321
```

***

Record 6
Here is a molecular structure, C12H16B2CrF8O12 from the Open Molecules 2025 dataset. Energies are from ωB97M-V/def2-TZVPD.

Output
Total energy = -88791.597 eV
2S+1 = 4
Highest occupied orbital energy (alpha / beta) = -13.8882 / -13.8852 eV
Kohn-Sham gap (alpha / beta) = 8.4 / 9.8 eV
Charge = +1

The geometry in XYZ format:
```
51
C12H16B2CrF8O12, DFT ωB97M-V/def2-TZVPD
Cr -8.8704 12.0824 -5.6133
B -8.6862 9.9069 -6.7564
F -9.5000 9.4047 -5.7847
F -9.3887 10.9270 -7.2675
F -7.7233 10.5327 -6.0247
F -8.2590 8.9441 -7.6548
B -8.6246 13.8539 -7.2857
F -7.9466 14.6405 -6.3749
F -8.8514 14.4391 -8.4766
F -7.8872 12.6847 -7.2624
F -9.7857 13.4584 -6.6944
C -10.3542 15.2188 -1.4097
C -9.4007 16.2039 -2.0572
O -8.9729 15.6201 -3.3119
C -9.6528 14.4998 -3.4474
O -9.4314 13.6184 -4.2692
O -10.7023 14.4661 -2.6222
H -11.2511 15.6730 -0.9884
H -9.8380 14.5654 -0.7064
H -8.5198 16.3552 -1.4333
H -9.9060 17.1588 -2.2019
C -3.8511 12.6335 -3.4560
C -3.6296 12.6697 -4.9756
O -4.9220 13.0027 -5.4928
C -5.8113 12.6698 -4.5904
O -7.0180 12.5273 -4.7648
O -5.2299 12.4604 -3.4612
H -3.5969 13.5604 -2.9419
H -3.3142 11.8042 -2.9954
H -3.4686 11.6198 -5.2204
H -2.9813 13.4937 -5.2737
C -14.3335 11.6021 -4.3418
C -14.3093 11.2445 -5.7874
O -12.9757 11.2298 -6.1885
C -12.1453 11.5721 -5.1077
O -10.9232 11.7134 -5.1417
O -12.9472 11.6995 -4.0017
H -14.8319 10.7550 -3.8705
H -14.8181 12.5747 -4.2561
H -14.9788 11.8057 -6.4394
H -14.6553 10.2491 -6.0658
C -10.7970 11.1850 -0.7133
C -10.1130 9.8279 -0.5787
O -9.3648 9.7088 -1.7417
C -9.5092 10.7934 -2.4805
O -8.9628 10.9558 -3.5674
O -10.2219 11.7109 -1.8421
H -10.6927 11.8337 0.1564
H -11.8697 11.0502 -0.8523
H -10.7846 8.9700 -0.6093
H -9.5506 9.7417 0.3510
```